(1)
18
Properties=species:S:1:pos:R:3:forces:R:3 method="wB97M-V/def2-TZVPD" e_above_lowest_kj_mol=10.26 smiles="CN/C(=N/N)NSC" multiplicity=1 total_charge=0
C 0.81550 -0.90582 -2.17295 -0.3 0.6 0.9
N 0.63480 0.04244 -1.06110 0.8 -0.8 -0.4
C -0.49985 0.02251 -0.34137 -1.4 -0.2 1.0
N -1.39953 -0.90423 -0.48834 0.9 0.4 -0.7
N -2.62301 -0.57964 0.17919 1.1 -0.3 1.5
N -0.64840 1.05597 0.59944 0.2 -0.1 -0.1
S 0.64041 1.97585 1.17061 0.2 0.0 0.1
C 1.64781 0.81725 2.15849 -1.2 0.0 0.5
H 0.27548 -0.50057 -3.02155 0.1 -0.3 -0.5
H 0.33093 -1.81593 -1.84014 0.1 -0.2 -0.3
H 1.88009 -1.08568 -2.37438 -0.4 0.2 0.0
H 1.04420 0.95103 -1.12543 0.4 0.3 0.0
H -2.99493 -1.45068 0.52180 -0.2 -0.2 0.0
H -3.20792 -0.27083 -0.54719 -1.2 0.4 -0.9
H -1.44176 0.90793 1.21590 0.1 0.0 -0.2
H 1.08392 0.47501 3.03732 0.1 0.2 -0.2
H 2.54036 1.30189 2.50429 0.4 0.5 0.0
H 1.92191 -0.03650 1.58540 0.2 -0.6 -0.6

---

(2)
35
Properties=species:S:1:pos:R:3:forces:R:3 method="wB97M-V/def2-TZVPD" e_above_lowest_kj_mol=48.41 multiplicity=1 total_charge=-2
Be 0.35263 0.83588 0.92078 -1.6 -0.3 1.3
I 2.90192 0.46944 0.29033 0.3 0.0 -1.1
C 2.07268 0.57691 -1.69226 1.5 -0.3 0.2
C 2.95674 0.38764 -2.73946 0.0 0.1 1.1
C 2.49190 0.43279 -4.04683 -0.9 0.1 -0.8
C 1.15447 0.66494 -4.29386 0.6 -0.1 -0.1
C 0.24433 0.85515 -3.22909 0.2 -0.2 0.1
C -1.11659 1.08646 -3.46618 -0.8 0.1 0.0
C -1.98634 1.25851 -2.40237 0.2 0.1 -0.9
C -1.51083 1.22104 -1.09817 0.3 0.1 0.7
C -0.17542 1.01223 -0.77687 0.0 0.0 0.1
C 0.69857 0.80470 -1.86779 -0.2 0.2 -0.5
H 4.00502 0.20745 -2.54098 0.0 0.0 0.0
H 3.18417 0.28411 -4.86950 0.0 0.0 0.0
H 0.77898 0.68708 -5.31405 0.0 0.0 0.0
H -1.47734 1.13794 -4.49225 0.0 0.0 0.1
H -3.04039 1.45821 -2.60215 0.1 -0.1 0.0
H -2.20936 1.38041 -0.28310 -0.1 0.0 0.0
C -0.10688 -1.35482 3.93858 -0.3 -0.2 -0.2
C -0.55455 -1.42568 2.43573 0.2 0.0 0.0
C -0.12091 -2.83890 1.89777 -0.2 0.3 0.3
C -2.12927 -1.40910 2.43472 0.5 -0.1 0.0
N 0.01174 -0.41114 1.71960 0.1 0.6 -0.6
H -0.52745 -2.17055 4.53319 -0.1 -0.2 0.3
H -0.42521 -0.39993 4.35055 -0.1 0.1 0.0
H 0.97933 -1.39523 3.98082 0.1 0.0 0.0
H -0.54034 -3.65502 2.49308 -0.1 -0.3 0.1
H 0.96495 -2.89997 1.91510 0.2 0.0 0.0
H -0.45193 -2.93917 0.86628 -0.1 0.0 -0.1
H -2.54823 -2.22530 3.03085 -0.2 -0.2 0.1
H -2.48602 -1.49228 1.41087 0.0 0.0 -0.2
H -2.47153 -0.45789 2.83541 0.0 0.2 0.1
O 0.21989 4.46229 2.80547 -0.2 1.1 0.7
C 0.35244 3.42482 2.22002 0.2 0.0 -0.1
N 0.50883 2.42696 1.63575 0.2 -0.9 -0.6

---

(3)
7
Properties=species:S:1:pos:R:3:forces:R:3 method="wB97M-V/def2-TZVPD" e_above_lowest_kj_mol=0.00 smiles="O=[PH2]P" multiplicity=1 total_charge=0
O 0.73857 -0.79875 1.45208 -0.3 -1.5 3.0
P 0.85292 -0.14656 0.18034 1.3 -0.8 -3.2
P -1.05822 0.03159 -0.87267 0.7 -0.7 -1.1
H 1.40923 1.05679 0.17889 0.3 2.4 0.2
H 1.93437 -0.62242 -0.67293 -1.0 -0.4 0.1
H -1.15964 1.08872 -0.03329 -0.6 1.4 0.8
H -1.49282 -0.81320 0.14119 -0.4 -0.5 0.2

---

(4)
61
Properties=species:S:1:pos:R:3:forces:R:3 method="wB97M-V/def2-TZVPD" multiplicity=1 total_charge=+1
Ba 1.03394 0.76370 0.78050 0.0 -1.6 -0.1
C -1.01566 2.66320 2.55960 -0.4 -0.1 0.1
C -0.76506 3.45360 1.45490 -0.4 0.1 -0.2
C 0.49014 3.99130 1.25820 0.1 0.2 -0.3
C 1.49864 3.73480 2.16700 0.4 0.2 -0.1
C 1.25564 2.93440 3.26480 0.3 -0.1 0.2
C -0.00176 2.39950 3.46160 -0.2 -0.3 0.3
H -2.00196 2.25910 2.72490 -0.1 -0.1 0.0
H -1.54976 3.65260 0.74250 -0.2 0.1 -0.1
H 0.68394 4.60620 0.39410 0.0 0.1 -0.1
H 2.47724 4.16310 2.02090 0.1 0.1 0.0
H 2.04714 2.72670 3.96740 0.1 0.0 0.1
H -0.19326 1.77890 4.32350 0.0 -0.1 0.1
C 1.00384 0.76370 -4.38820 1.2 0.0 -1.4
C 0.53294 0.76370 -3.11060 1.1 0.0 2.6
N 1.34674 0.76370 -2.03850 1.8 0.2 1.5
C 2.78714 0.76370 -2.09320 -1.6 0.0 -0.5
C 3.25204 0.76370 -3.43730 -0.5 0.0 0.4
C 2.37624 0.76370 -4.54220 -1.3 0.0 -0.2
C 4.60204 0.76370 -3.76260 3.2 0.0 0.8
C 5.57694 0.76370 -2.78760 -0.8 0.0 -3.2
C 5.25164 0.76370 -1.43760 -0.4 0.0 0.5
C 6.35654 0.76370 -0.56190 0.2 0.0 1.4
C 6.20264 0.76370 0.81060 1.4 0.0 -1.3
C 4.92494 0.76370 1.28150 -2.7 0.0 -1.1
N 3.85294 0.76370 0.46770 -1.5 0.3 -1.9
C 3.90754 0.76370 -0.97280 0.6 0.0 1.7
H 0.33384 0.76370 -5.23870 0.1 0.0 0.1
H -0.52926 0.76370 -2.88930 0.1 0.0 0.1
H 2.76764 0.76370 -5.55900 0.2 0.0 0.4
H 4.92714 0.76370 -4.80280 -0.3 0.0 0.2
H 6.61714 0.76370 -3.11280 -0.2 0.0 0.3
H 7.37344 0.76370 -0.95330 -0.4 0.0 -0.2
H 7.05314 0.76370 1.48050 -0.1 0.0 -0.1
H 4.70374 0.76370 2.34370 -0.1 0.0 -0.1
N -1.26006 -0.90360 0.78050 4.4 1.5 2.1
S -2.47996 -0.71640 -0.08500 -2.2 -2.6 1.0
C -2.69686 -2.44050 -0.62250 -1.4 -0.8 -1.6
C -1.66706 -3.38830 -0.61910 0.2 0.6 0.3
C -1.88236 -4.68300 -1.10160 -0.4 0.3 0.0
C -3.12696 -5.03900 -1.61780 0.2 0.2 0.1
C -4.15336 -4.09760 -1.65820 0.1 0.4 0.2
C -3.93426 -2.80620 -1.17140 0.1 -0.2 -0.1
C -3.70376 -0.75360 1.25990 -2.1 0.8 -0.5
C -4.52766 0.37100 1.38680 0.1 -0.2 0.1
C -5.52436 0.42300 2.36420 0.3 -0.2 0.1
C -5.70666 -0.65470 3.22910 0.1 0.1 -0.2
C -4.88906 -1.77850 3.11790 0.4 0.3 -0.3
C -3.89216 -1.82640 2.13920 0.2 0.0 -0.2
H -1.39666 -1.51310 1.59930 0.2 0.2 -0.8
H -0.68696 -3.11150 -0.24030 0.0 0.0 0.0
H -1.06966 -5.40150 -1.07790 -0.1 0.1 0.0
H -3.29186 -6.04190 -1.99700 0.0 0.1 0.0
H -5.12206 -4.35770 -2.07170 0.1 0.0 0.1
H -4.73206 -2.06990 -1.21750 0.0 -0.1 0.0
H -4.37916 1.21230 0.71540 -0.1 -0.1 0.0
H -6.14876 1.30640 2.44680 0.0 -0.1 0.0
H -6.47806 -0.61650 3.99110 0.1 0.0 -0.1
H -5.01686 -2.62010 3.79080 0.0 0.1 -0.1
H -3.25436 -2.70180 2.06300 -0.1 -0.1 -0.1
H 1.84064 -1.71910 0.78050 -0.2 0.7 0.1

---

no.,LUMO level (eV)
1,0.913
2,4.566
3,0.752
4,-2.984